Density functional theory data (the ωB97M-V functional and the def2-TZVPD basis) for a structure of composition C27H35N5O2P2Ru at a distorted geometry.

```
72
Properties=species:S:1:pos:R:3
Ru 0.73 1.03 -1.20
C 3.99 2.19 0.96
C 3.38 0.87 0.80
C 2.56 -0.09 1.51
C 1.14 0.45 2.15
C 0.80 1.88 1.97
C 1.52 2.95 2.65
C 2.93 2.76 3.28
C 4.21 2.90 2.27
C 1.42 3.40 -1.00
H 4.32 2.70 0.00
H 4.03 0.30 -0.04
H 3.22 -0.60 2.28
H 2.44 -0.91 0.84
H 0.39 -0.16 1.61
H 1.24 0.20 3.26
H -0.18 2.03 2.17
H 1.18 3.92 2.31
H 3.07 1.84 3.92
H 3.07 3.68 3.97
H 4.36 3.93 1.87
H 5.18 2.58 2.74
H 2.42 3.65 -0.63
H 0.74 4.04 -0.43
H 1.30 3.62 -2.05
P -1.37 1.02 -0.65
P 0.65 -1.65 -1.17
N -2.69 1.62 0.78
N -2.84 1.01 -1.82
N 0.44 -2.68 0.28
N 0.75 -3.55 -2.05
C -1.69 -0.73 -0.28
C -1.15 -1.52 -1.46
C -2.66 2.87 1.32
C -3.48 2.87 2.43
C -4.09 1.59 2.57
C -3.57 0.84 1.54
C -2.98 1.94 -2.84
C -4.31 1.94 -3.28
C -5.03 0.98 -2.53
C -4.10 0.40 -1.64
C 1.00 -2.64 1.55
C 0.43 -3.62 2.31
C -0.47 -4.39 1.46
C -0.53 -3.68 0.29
C 0.83 -4.90 -1.73
C 1.13 -5.62 -2.89
C 1.21 -4.69 -3.96
C 0.89 -3.43 -3.40
H -2.70 -1.10 -0.03
H -1.11 -0.91 0.65
H -1.66 -2.45 -1.70
H -1.18 -1.02 -2.43
H -2.05 3.61 0.84
H -3.58 3.65 3.10
H -4.77 1.24 3.33
H -3.78 -0.18 1.33
H -2.10 2.49 -3.15
H -4.67 2.57 -4.07
H -6.08 0.73 -2.60
H -4.29 -0.42 -0.93
H 1.78 -1.99 1.83
H 0.50 -3.71 3.38
H -0.99 -5.32 1.66
H -1.17 -3.81 -0.50
H 0.64 -5.34 -0.73
H 1.29 -6.70 -2.95
H 1.46 -4.87 -4.97
H 0.77 -2.45 -3.83
O 3.68 1.02 -2.48
N 2.44 0.89 -2.36
O 1.74 0.93 -3.42
```

As for the spin multiplicity: 5. The net charge is +2. The value obtained for the frontier orbital gap (spin up / spin down) is 4.934 / 3.807 eV. The calculation puts the LUMO energy (spin up / spin down) at -7.9 / -9.0 eV.